1) The following is a quantum chemistry calculation of a gas-phase ion, C5H12NOS (charge +1), from the Open Molecules 2025 dataset.

Output
Charge: +1
Kohn-Sham gap, Ha: 0.3919
SMILES: O[C@@H](S)[NH+]1CCCC1

XYZ file:
```
20
Properties=species:S:1:pos:R:3:mulliken_charge:R:1
O -1.762 1.371 -0.908 -0.429
C -1.976 0.706 0.227 -0.194
S -3.188 -0.616 0.252 -0.163
N -0.658 -0.069 0.552 -0.193
C 0.598 0.831 0.691 -0.694
C 1.794 -0.021 0.599 -0.438
C 1.459 -0.849 -0.674 -0.661
C -0.113 -1.042 -0.543 -0.453
H -2.037 2.279 -0.674 0.368
H -2.168 1.307 1.176 0.394
H -3.271 -0.979 -1.079 0.200
H -0.955 -0.491 1.530 0.480
H 0.523 1.254 1.763 0.354
H 0.291 1.472 -0.120 0.458
H 1.727 -0.518 1.577 0.302
H 2.712 0.710 0.482 0.331
H 1.835 -0.393 -1.555 0.369
H 2.013 -1.784 -0.628 0.331
H -0.677 -0.758 -1.441 0.315
H -0.382 -2.095 -0.317 0.324
```



2) The following is a quantum chemistry calculation of a molecular structure, C5H12NOS, from the Open Molecules 2025 dataset.

Output
Charge: +1
Kohn-Sham gap, Ha: 0.3140

XYZ file:
```
20
Properties=species:S:1:pos:R:3:mulliken_charge:R:1
C -1.420 -1.258 0.206 -0.451
C 1.623 1.584 -0.269 -1.204
C 3.007 0.008 1.219 -0.833
C -2.038 -0.680 -0.975 -0.113
C 2.067 0.268 0.377 0.924
N -2.515 0.663 -0.695 -0.654
O -1.539 -0.741 1.413 -0.429
S 0.964 -1.048 -0.255 -0.221
H 2.080 1.470 -1.248 0.341
H 0.583 1.708 -0.448 0.267
H 1.867 2.547 0.153 0.373
H 3.379 -0.976 1.583 0.175
H -1.107 -2.240 -0.050 0.605
H 3.636 0.717 1.788 0.267
H -2.862 -1.402 -1.073 0.375
H -1.489 -0.838 -1.852 0.472
H -1.909 0.210 1.296 0.444
H -3.458 0.733 -0.327 0.235
H -2.359 1.426 -1.345 0.202
H 1.490 -2.151 0.502 0.225
```



Stability ranking, top and bottom: 1) is the most stable and 2) is the least stable.



1) The following is a quantum chemistry calculation of 2 unconnected molecules or ions with the total composition C9H12N3O, from the Open Molecules 2025 dataset.

Output
Charge: +1
Kohn-Sham gap (alpha / beta), Ha: 0.2717 / 0.2686

XYZ file:
```
25
Properties=species:S:1:pos:R:3:mulliken_charge:R:1
C 3.600 -0.905 0.066 -0.539
C 2.878 0.005 0.909 -0.708
C -2.318 -2.361 0.279 -0.737
C -2.042 -1.739 -0.949 -0.200
C -1.906 -1.506 1.234 -0.125
C 2.676 -1.637 -0.619 -0.430
C 1.594 -0.211 0.577 0.278
C -0.780 2.028 0.220 -0.622
C -0.729 0.743 1.024 -0.392
N -1.692 -0.515 -0.735 -0.220
N -1.486 -0.358 0.625 0.306
N -0.537 1.667 -1.174 -0.490
O 1.455 -1.095 -0.428 -0.117
H 4.584 -1.179 -0.017 0.461
H 3.203 0.652 1.688 0.463
H -2.689 -3.369 0.506 0.379
H -2.141 -2.112 -1.913 0.559
H -1.776 -1.583 2.253 0.532
H 2.681 -2.387 -1.302 0.493
H 0.041 2.544 0.772 0.349
H -1.716 2.454 0.219 0.456
H -0.324 0.743 2.054 0.455
H 0.409 1.281 -1.161 0.170
H -0.546 2.518 -1.693 0.275
H -1.516 0.489 -1.326 0.405
```



2) The following is a quantum chemistry calculation of a gas-phase ion, C9H12N3O (charge +1), from the Open Molecules 2025 dataset.

Output
Charge: +1
Kohn-Sham gap, Ha: 0.3446
SMILES: C=C=C(CN)Oc1nccc(C)[nH+]1

XYZ file:
```
25
Properties=species:S:1:pos:R:3:mulliken_charge:R:1
C 0.216 3.362 -2.991 -0.695
C 0.023 2.707 -1.913 0.303
C -0.114 2.036 -0.761 0.144
C 0.871 2.211 0.353 -0.775
N 1.462 0.969 0.784 -0.659
O -1.502 1.370 -0.684 -0.276
C -1.735 0.158 -0.470 0.606
N -2.951 -0.288 -0.628 -0.544
C -3.240 -1.497 -0.163 -0.112
C -2.270 -2.371 0.309 -0.826
C -0.957 -1.901 0.530 0.986
C 0.040 -2.810 1.149 -1.212
N -0.700 -0.687 0.081 0.096
H 0.441 2.944 -4.020 0.236
H 0.177 4.397 -3.084 0.289
H 1.602 2.977 0.244 0.538
H 0.092 2.614 1.197 0.264
H 1.901 0.904 1.667 0.206
H 2.197 0.945 0.072 0.241
H -4.319 -1.594 -0.269 0.467
H -2.644 -3.288 0.575 0.482
H 1.113 -2.300 1.156 0.269
H -0.291 -2.836 2.166 0.363
H 0.177 -3.786 0.583 0.360
H 0.220 -0.287 0.515 0.252
```



3) The following is a quantum chemistry calculation of 2 unconnected molecules or ions with the total composition C9H12N3O, from the Open Molecules 2025 dataset.

Output
Charge: +1
Kohn-Sham gap, Ha: 0.3013

XYZ file:
```
25
Properties=species:S:1:pos:R:3:mulliken_charge:R:1
C -3.437 0.319 -0.553 -0.358
C -3.262 -0.629 0.398 -0.664
C -2.370 0.701 -1.373 -0.478
C -1.987 -1.263 0.520 -0.552
C -1.071 0.221 -1.121 0.436
C -0.896 -0.786 -0.227 0.587
C 0.171 0.884 -1.910 0.299
C 0.508 -1.256 -0.096 0.396
C 0.094 2.436 -2.009 -1.164
N 1.391 0.499 -1.385 -0.361
N 1.585 -0.413 -0.550 -0.128
N 1.011 -2.351 0.381 -0.209
O 3.883 -2.024 0.386 -0.645
H -4.389 0.868 -0.747 0.363
H -4.269 -0.943 0.870 0.289
H -2.481 1.584 -2.035 0.255
H -1.897 -2.117 1.227 0.289
H 0.096 0.420 -2.865 0.404
H -0.373 2.716 -0.995 0.329
H -0.642 2.630 -2.824 0.323
H 1.038 2.970 -2.130 0.390
H 0.449 -3.258 0.767 0.326
H 3.759 -1.115 0.351 0.310
H 1.998 -2.478 0.334 0.253
H 4.738 -2.219 0.092 0.310
```



Stability ranking, top and bottom: 3) is the most stable and 1) is the least stable.



1) The following is a quantum chemistry calculation of 3 unconnected molecules or ions with the total composition C5H15NO2, from the Open Molecules 2025 dataset.

Output
Kohn-Sham gap, Ha: 0.1439

XYZ file:
```
23
Properties=species:S:1:pos:R:3:mulliken_charge:R:1
C -0.196 1.640 -0.903 -0.381
N 1.096 0.907 -0.803 0.023
C 0.905 -0.467 -1.397 -0.736
C 0.832 0.171 1.632 -0.091
C 1.717 0.659 0.613 -0.924
C -3.086 -0.335 -0.009 -0.681
O -1.935 -0.030 0.738 -0.547
H 0.058 2.711 -0.725 0.241
H -0.799 1.427 -1.811 0.338
H -0.730 1.202 -0.021 0.169
H 1.181 -0.455 -2.466 0.347
H -0.068 -1.023 -1.304 0.215
H 1.555 -1.139 -0.779 0.408
H 0.999 -0.965 1.595 0.101
H 1.026 0.767 2.591 0.230
H -0.187 0.149 1.335 0.066
H 2.311 1.587 0.744 0.431
H -3.842 -0.797 0.650 0.288
H -2.952 -1.079 -0.917 0.227
H -3.551 0.573 -0.443 0.282
H 2.500 -0.094 0.362 0.529
H 1.550 -3.096 0.949 0.187
O 1.616 -2.312 0.369 -0.721
```



2) The following is a quantum chemistry calculation of 2 unconnected molecules or ions with the total composition C5H15NO2, from the Open Molecules 2025 dataset.

Output
Kohn-Sham gap, Ha: 0.3663
SMILES: CCNCCCO.O

XYZ file:
```
23
Properties=species:S:1:pos:R:3:mulliken_charge:R:1
C 1.240 2.596 0.415 -1.216
C 0.096 1.712 0.910 -0.268
N 0.296 0.267 0.983 -0.275
C -0.580 -0.480 0.054 -0.920
C -0.197 -0.150 -1.394 -0.445
C -0.535 -1.240 -2.452 -0.364
O 0.549 -2.154 -2.623 -0.539
H 2.174 2.434 0.953 0.319
H 1.010 3.642 0.584 0.382
H 1.416 2.444 -0.637 0.297
H -0.283 2.059 1.889 0.354
H -0.795 1.864 0.322 0.288
H 1.207 -0.094 0.739 0.269
H -1.623 -0.178 0.175 0.342
H -0.566 -1.569 0.183 0.415
H 0.914 -0.201 -1.498 0.253
H -0.569 0.815 -1.722 0.317
H -1.318 -1.934 -2.095 0.260
H -0.780 -0.813 -3.415 0.292
H 1.238 -2.095 -1.954 0.302
O -0.971 -0.589 3.525 -0.676
H -0.356 -0.100 2.960 0.314
H -0.430 -1.370 3.780 0.299
```



3) The following is a quantum chemistry calculation of 3 unconnected molecules or ions with the total composition C5H15NO2, from the Open Molecules 2025 dataset.

Output
Kohn-Sham gap, Ha: 0.3219
SMILES: CC(C)=C(C)N.O.O

XYZ file:
```
23
Properties=species:S:1:pos:R:3:mulliken_charge:R:1
C 1.608 -1.208 1.834 -1.495
C 1.329 -0.368 0.615 0.844
C 2.435 0.589 0.285 -1.545
C 0.245 -0.549 -0.157 0.534
C -0.134 0.470 -1.207 -1.209
N -0.771 -1.482 0.103 -0.545
H 1.968 -0.562 2.637 0.408
H 2.290 -2.038 1.636 0.287
H 0.720 -1.673 2.279 0.405
H 3.365 0.374 0.812 0.383
H 2.164 1.628 0.502 0.274
H 2.761 0.620 -0.762 0.375
H 0.739 0.966 -1.635 0.357
H -0.652 -0.012 -2.037 0.319
H -0.730 1.282 -0.788 0.228
H -0.465 -2.220 0.722 0.174
H -1.696 -1.219 0.418 0.229
O -0.913 4.880 0.134 -0.630
H -0.711 3.965 0.361 0.305
H -0.804 5.396 0.934 0.325
O -2.871 -2.993 -1.490 -0.686
H -3.565 -2.346 -1.638 0.304
H -2.043 -2.496 -1.508 0.358
```



Stability ranking, top and bottom: 3) is the most stable and 1) is the least stable.



1) The following is a quantum chemistry calculation of 2 unconnected molecules or ions with the total composition C5H15NO2, from the Open Molecules 2025 dataset.

Output
Kohn-Sham gap, Ha: 0.3839
SMILES: CN[C@H](C)CCO.O

XYZ file:
```
23
Properties=species:S:1:pos:R:3:mulliken_charge:R:1
C 1.826 0.726 -1.016 -1.011
N 0.366 0.614 -1.143 -0.254
C -0.193 -0.527 -0.391 0.484
C -1.651 -0.698 -0.803 -1.534
C -0.095 -0.278 1.115 -0.881
C -0.195 -1.571 1.915 -0.441
O 1.064 -2.165 2.210 -0.535
H 2.159 0.863 0.018 0.339
H 2.355 -0.101 -1.496 0.317
H 2.114 1.656 -1.521 0.323
H 0.195 0.360 -2.111 0.242
H 0.404 -1.430 -0.607 0.295
H -1.762 -0.572 -1.879 0.406
H -2.232 0.108 -0.359 0.350
H -2.014 -1.702 -0.615 0.391
H 0.841 0.202 1.379 0.360
H -0.901 0.374 1.429 0.336
H -0.691 -1.409 2.867 0.331
H -0.803 -2.306 1.392 0.227
H 1.689 -1.965 1.508 0.319
O -1.053 3.457 -0.864 -0.702
H -0.966 2.499 -0.791 0.331
H -0.454 3.864 -0.238 0.307
```



2) The following is a quantum chemistry calculation of 3 unconnected molecules or ions with the total composition C5H15NO2, from the Open Molecules 2025 dataset.

Output
Kohn-Sham gap, Ha: 0.3287
SMILES: CN1CCCC1.O.O

XYZ file:
```
23
Properties=species:S:1:pos:R:3:mulliken_charge:R:1
C 0.956 -1.965 0.766 -1.163
N 0.703 -0.554 1.027 -0.096
C -0.466 -0.312 1.859 -0.669
C -1.064 1.011 1.422 -0.465
C -0.636 1.159 -0.044 0.355
C 0.544 0.194 -0.219 -0.293
H 1.186 -2.475 1.695 0.335
H 1.852 -2.041 0.149 0.352
H 0.090 -2.459 0.293 0.441
H -1.159 -1.163 1.867 0.333
H -0.178 -0.258 2.920 0.265
H -0.743 1.853 2.045 0.268
H -2.146 1.028 1.465 0.324
H -0.311 2.125 -0.424 0.341
H -1.487 0.898 -0.668 -0.649
H 0.347 -0.486 -1.068 0.277
H 1.468 0.666 -0.553 0.107
O -3.515 -0.577 -1.909 -0.651
H -2.933 0.175 -1.782 0.291
H -3.785 -0.910 -1.045 0.315
O 3.487 1.009 -2.009 -0.659
H 3.693 1.682 -1.348 0.319
H 3.064 1.549 -2.697 0.320
```



Stability ranking, top and bottom: 1) is the most stable and 2) is the least stable.



1) The following is a quantum chemistry calculation of 2 unconnected molecules or ions with the total composition C5H15NO2, from the Open Molecules 2025 dataset.

Output
Kohn-Sham gap, Ha: 0.3652
SMILES: NCCCCCO.O

XYZ file:
```
23
Properties=species:S:1:pos:R:3:mulliken_charge:R:1
N 1.862 0.905 -3.784 -0.566
C 1.862 0.360 -2.350 -0.430
C 0.719 1.115 -1.627 -0.566
C -0.576 0.139 -1.621 -0.807
C -1.502 -0.043 -0.369 -0.337
C -0.681 -0.347 0.942 -0.497
O -1.197 -0.510 2.305 -0.497
H 2.718 0.684 -4.219 0.185
H 1.031 0.640 -4.253 0.172
H 1.698 -0.718 -2.410 0.273
H 2.861 0.726 -2.064 0.327
H 1.092 1.466 -0.638 0.347
H 0.311 1.962 -2.147 0.410
H -1.129 0.499 -2.559 0.298
H -0.210 -0.871 -1.945 0.368
H -2.051 0.985 -0.181 0.234
H -2.089 -0.967 -0.695 0.289
H -0.349 -1.399 0.856 0.266
H 0.207 0.279 1.063 0.242
H -2.145 -0.955 2.209 0.294
O -0.409 -1.135 5.618 -0.637
H -0.565 -2.051 5.501 0.300
H -0.508 -0.803 4.737 0.332
```



2) The following is a quantum chemistry calculation of 2 unconnected molecules or ions with the total composition C5H15NO2, from the Open Molecules 2025 dataset.

Output
Kohn-Sham gap, Ha: 0.3621
SMILES: CC[C@@H](C)NCO.O

XYZ file:
```
23
Properties=species:S:1:pos:R:3:mulliken_charge:R:1
C -2.464 -0.732 0.744 -1.180
C -1.401 0.086 1.521 -0.677
C -0.288 0.629 0.606 0.417
C -0.048 2.146 0.888 -1.503
N 0.885 -0.235 0.701 -0.327
C 1.853 -0.175 -0.370 -0.489
O 2.410 1.088 -0.670 -0.557
H -1.996 -1.635 0.358 0.211
H -3.304 -0.923 1.402 0.386
H -2.787 -0.125 -0.098 0.359
H -1.914 0.834 2.117 0.405
H -0.905 -0.602 2.176 0.275
H -0.683 0.563 -0.406 0.306
H 0.990 2.425 0.755 0.405
H -0.771 2.687 0.264 0.335
H -0.308 2.396 1.922 0.363
H 1.356 -0.007 1.569 0.278
H 1.377 -0.613 -1.231 0.305
H 2.677 -0.791 -0.040 0.349
H 1.967 1.513 -1.413 0.342
O -0.626 -2.299 -2.687 -0.633
H -1.390 -2.659 -2.226 0.315
H 0.060 -2.968 -2.684 0.313
```



3) The following is a quantum chemistry calculation of 3 unconnected molecules or ions with the total composition C5H15NO2, from the Open Molecules 2025 dataset.

Output
Kohn-Sham gap, Ha: 0.3438
SMILES: C[C@@H]1CCCN1.O.O

XYZ file:
```
23
Properties=species:S:1:pos:R:3:mulliken_charge:R:1
C 0.995 -0.411 2.006 -1.869
C 0.790 -0.260 0.512 0.607
C 0.686 1.134 -0.152 -0.689
C -0.566 1.175 -1.019 -0.452
C -1.056 -0.271 -1.038 -0.628
N -0.601 -0.808 0.246 -0.472
H 1.961 -0.006 2.339 0.423
H 0.934 -1.469 2.239 0.339
H 0.343 0.293 2.513 0.495
H 1.502 -0.883 -0.044 0.318
H 0.683 1.906 0.617 0.329
H 1.557 1.255 -0.793 0.266
H -1.423 1.763 -0.686 0.289
H -0.335 1.601 -1.995 0.272
H -0.623 -0.860 -1.852 0.255
H -2.146 -0.320 -1.075 0.311
H -0.650 -1.828 0.250 0.213
O -1.816 0.116 2.758 -0.687
H -1.579 -0.467 2.008 0.368
H -2.705 0.416 2.576 0.297
O 1.505 -0.529 -3.190 -0.582
H 1.573 -0.227 -4.092 0.293
H 2.367 -0.359 -2.784 0.303
```



Stability ranking, top and bottom: 3) is the most stable and 1) is the least stable.



1) The following is a quantum chemistry calculation of a molecular structure, CHClINO, from the Open Molecules 2025 dataset.

Output
Kohn-Sham gap, Ha: 0.3119

XYZ file:
```
6
Properties=species:S:1:pos:R:3:mulliken_charge:R:1
C 0.203 0.444 -0.635 0.203
N 0.189 -0.370 0.454 -0.297
O 0.147 1.647 -0.573 -0.463
Cl -0.217 0.465 2.006 -0.025
I -0.569 -2.273 0.457 0.264
H 0.247 0.088 -1.708 0.318
```



2) The following is a quantum chemistry calculation of 2 unconnected molecules or ions with the total composition CHClINO, from the Open Molecules 2025 dataset.

Output
Kohn-Sham gap, Ha: 0.3628
SMILES: O=C=NCl.I

XYZ file:
```
6
Properties=species:S:1:pos:R:3:mulliken_charge:R:1
O 0.927 -1.301 1.673 -0.319
C 1.061 -0.639 0.748 0.557
N 0.751 -0.039 -0.276 -0.217
Cl 1.640 0.982 -1.229 -0.016
I -2.704 -0.054 -0.401 -0.081
H -1.676 1.051 -0.515 0.075
```



Stability ranking, top and bottom: 2) is the most stable and 1) is the least stable.